# 1
The following is a DFT calculation (wB97M-V/def2-TZVPD) of a cluster of 2 separate species, C32H54BN2O5 in total.

Bonds (Å) are listed after each position.
Geometry (Å):
1 C 7.577 3.878 2.857  C2 1.510, H37 1.188, H38 1.181
2 C 8.033 2.780 1.926  C1 1.510, C3 1.653, H39 1.173
3 C 7.112 2.536 0.575  C2 1.653, B4 1.664, H40 1.187, H41 1.192
4 B 5.825 1.591 1.039  C3 1.664, N5 1.520, O8 1.499, O36 1.501
5 N 6.258 0.791 2.257  B4 1.520, C6 1.385
6 C 5.332 0.907 3.280  N5 1.385, O7 1.356
7 O 4.177 0.863 3.988  C6 1.356
8 O 4.563 2.373 1.244  B4 1.499, C9 1.501
9 C 3.491 1.802 0.363  O8 1.501, C10 1.636, C16 1.658, H42 1.173
10 C 1.971 2.053 0.914  C9 1.636, C11 1.627, N15 1.490
11 C 1.319 3.534 0.738  C10 1.627, C12 1.660, H43 1.189
12 C -0.207 3.998 1.201  C11 1.660, C13 1.674, H44 1.170
13 C -1.010 2.731 1.944  C12 1.674, C14 1.628, H45 1.188
14 C -0.167 1.343 2.061  C13 1.628, N15 1.490, H46 1.196
15 N 1.195 0.973 1.586  C10 1.490, C14 1.490
16 C 3.960 0.279 -0.095  C9 1.658, C17 1.639, C30 1.633, O36 1.503
17 C 3.865 0.086 -1.720  C16 1.639, C18 1.638, H47 1.180, H48 1.195
18 C 2.530 0.722 -2.425  C17 1.638, C19 1.637, H49 1.190, H50 1.194
19 C 1.099 0.223 -1.806  C18 1.637, C20 1.661, H51 1.194, H52 1.170
20 C 0.101 -0.515 -2.911  C19 1.661, C21 1.671, H53 1.170, H54 1.187
21 C -1.123 -1.277 -2.066  C20 1.671, C22 1.645, H55 1.189, H56 1.184
22 C -2.615 -0.673 -2.403  C21 1.645, C23 1.672, H57 1.193, H58 1.174
23 C -3.566 -0.479 -1.042  C22 1.672, C24 1.643, H59 1.189, H60 1.173
24 C -5.106 -1.015 -1.247  C23 1.643, C25 1.667, H61 1.181, H62 1.175
25 C -6.079 -0.700 0.070  C24 1.667, C26 1.671, H63 1.174, H64 1.193
26 C -6.634 -2.106 0.781  C25 1.671, C27 1.639, H65 1.174, H66 1.192
27 C -7.924 -1.872 1.765  C26 1.639, C28 1.640, H67 1.191, H68 1.186
28 C -7.560 -1.369 3.283  C27 1.640, C29 1.640, H69 1.187, H70 1.193
29 C -5.970 -1.074 3.554  C28 1.640, H71 1.175, H72 1.192, H73 1.194
30 C 3.737 -0.979 0.923  C16 1.633, C31 1.631, H74 1.194, H75 1.194
31 C 2.919 -2.258 0.327  C30 1.631, C32 1.673, H76 1.187, H77 1.168
32 C 3.505 -3.598 1.139  C31 1.673, C33 1.673, H78 1.170, H79 1.194
33 C 4.976 -4.068 0.495  C32 1.673, O34 1.471, H80 1.188, H81 1.179
34 O 5.596 -5.188 1.219  C33 1.471, C35 1.472
35 C 6.677 -4.748 2.114  O34 1.472, H82 1.194, H83 1.187, H84 1.176
36 O 5.435 0.514 0.069  B4 1.501, C16 1.503
37 H 6.994 3.628 3.862  C1 1.188
38 H 7.824 5.002 2.597  C1 1.181
39 H 8.967 2.130 2.210  C2 1.173
40 H 7.728 2.005 -0.290  C3 1.187
41 H 6.665 3.567 0.177  C3 1.192
42 H 3.553 2.532 -0.553  C9 1.173
43 H 1.992 4.360 0.213  C11 1.189
44 H -0.661 5.065 1.053  C12 1.170
45 H -2.106 2.887 2.376  C13 1.188
46 H -0.751 0.468 2.630  C14 1.196
47 H 4.027 -1.021 -2.097  C17 1.180
48 H 4.788 0.696 -2.170  C17 1.195
49 H 2.611 1.907 -2.496  C18 1.190
50 H 2.547 0.353 -3.561  C18 1.194
51 H 0.514 1.213 -1.485  C19 1.194
52 H 1.169 -0.429 -0.837  C19 1.170
53 H 0.657 -1.253 -3.629  C20 1.170
54 H -0.447 0.306 -3.570  C20 1.187
55 H -1.173 -2.436 -2.324  C21 1.189
56 H -0.983 -1.180 -0.894  C21 1.184
57 H -3.211 -1.446 -3.089  C22 1.193
58 H -2.571 0.324 -3.020  C22 1.174
59 H -3.086 -1.157 -0.191  C23 1.189
60 H -3.634 0.650 -0.728  C23 1.173
61 H -5.105 -2.190 -1.363  C24 1.181
62 H -5.669 -0.551 -2.169  C24 1.175
63 H -5.516 -0.001 0.826  C25 1.174
64 H -7.067 -0.110 -0.247  C25 1.193
65 H -5.770 -2.721 1.285  C26 1.174
66 H -7.017 -2.769 -0.132  C26 1.192
67 H -8.477 -2.923 1.867  C27 1.191
68 H -8.724 -1.123 1.311  C27 1.186
69 H -8.137 -0.347 3.461  C28 1.187
70 H -8.005 -2.116 4.101  C28 1.193
71 H -5.258 -1.962 3.264  C29 1.175
72 H -5.646 -0.056 3.027  C29 1.192
73 H -5.848 -0.880 4.725  C29 1.194
74 H 3.211 -0.687 1.954  C30 1.194
75 H 4.811 -1.386 1.249  C30 1.194
76 H 1.745 -2.221 0.494  C31 1.187
77 H 3.083 -2.493 -0.806  C31 1.168
78 H 3.551 -3.437 2.297  C32 1.170
79 H 2.756 -4.477 0.834  C32 1.194
80 H 4.861 -4.406 -0.638  C33 1.188
81 H 5.764 -3.191 0.484  C33 1.179
82 H 7.312 -5.723 2.382  C35 1.194
83 H 6.243 -4.332 3.138  C35 1.187
84 H 7.439 -3.992 1.632  C35 1.176
85 C -6.135 2.550 -3.046  C86 1.505, H89 1.095, H90 1.093, H91 1.093
86 C -5.735 1.805 -4.291  C85 1.505, O87 1.230, C88 1.505
87 O -5.356 0.636 -4.242  C86 1.230
88 C -5.818 2.545 -5.599  C86 1.505, H92 1.093, H93 1.093, H94 1.095
89 H -6.026 1.892 -2.178  C85 1.095
90 H -5.487 3.420 -2.909  C85 1.093
91 H -7.180 2.862 -3.119  C85 1.093
92 H -5.156 3.415 -5.576  C88 1.093
93 H -6.849 2.857 -5.786  C88 1.093
94 H -5.499 1.883 -6.411  C88 1.095

Its total charge is -1. The value obtained for the gap between HOMO and LUMO is 5.7 eV. The spin multiplicity is 1. Its total energy is -1761.58437 hartree.

***

# 2
The following is a DFT calculation (wB97M-V/def2-TZVPD) of a cluster of 9 separate species, C32H54O27 in total.

Bonds (Å) are listed after each position.
Geometry (Å):
1 C -2.294 1.784 -4.866  C2 1.535, H8 1.089, H9 1.089, H10 1.088
2 C -1.138 2.777 -4.681  C1 1.535, C3 1.516, O7 1.425, H11 1.090
3 C -0.955 3.205 -3.238  C2 1.516, O4 1.457, H12 1.089, H13 1.088
4 O 0.489 3.127 -3.063  C3 1.457, C5 1.364
5 C 1.047 2.504 -4.140  O4 1.364, O6 1.188, O7 1.346
6 O 2.193 2.209 -4.249  C5 1.188
7 O 0.077 2.094 -4.980  C2 1.425, C5 1.346
8 H -2.123 0.931 -4.211  C1 1.089
9 H -2.255 1.460 -5.905  C1 1.089
10 H -3.265 2.210 -4.621  C1 1.088
11 H -1.249 3.652 -5.323  C2 1.090
12 H -1.437 2.567 -2.500  C3 1.089
13 H -1.187 4.259 -3.098  C3 1.088
14 C 2.187 -1.121 -4.977  C15 1.542, H21 1.089, H22 1.089, H23 1.089
15 C 2.243 -1.442 -6.484  C14 1.542, C16 1.543, O20 1.422, H24 1.091
16 C 2.705 -0.248 -7.345  C15 1.543, O17 1.418, H25 1.088, H26 1.092
17 O 4.022 -0.604 -7.733  C16 1.418, C18 1.352
18 C 4.282 -1.893 -7.419  O17 1.352, O19 1.179, O20 1.357
19 O 5.248 -2.484 -7.745  C18 1.179
20 O 3.304 -2.381 -6.614  C15 1.422, C18 1.357
21 H 3.061 -0.515 -4.744  C14 1.089
22 H 2.172 -2.112 -4.525  C14 1.089
23 H 1.293 -0.555 -4.720  C14 1.089
24 H 1.281 -1.869 -6.769  C15 1.091
25 H 2.721 0.689 -6.792  C16 1.088
26 H 2.079 -0.200 -8.238  C16 1.092
27 C 2.190 0.680 4.954  C28 1.525, H34 1.093, H35 1.093, H36 1.088
28 C 2.271 1.708 6.077  C27 1.525, C29 1.535, O33 1.458, H37 1.089
29 C 3.458 2.675 5.963  C28 1.535, O30 1.423, H38 1.093, H39 1.087
30 O 2.892 3.975 5.835  C29 1.423, C31 1.346
31 C 1.553 3.868 5.912  O30 1.346, O32 1.193, O33 1.347
32 O 0.820 4.801 6.041  C31 1.193
33 O 1.141 2.590 5.812  C28 1.458, C31 1.347
34 H 3.018 -0.032 4.963  C27 1.093
35 H 2.347 1.141 3.976  C27 1.093
36 H 1.208 0.219 5.031  C27 1.088
37 H 2.211 1.295 7.083  C28 1.089
38 H 3.948 2.435 5.015  C29 1.093
39 H 4.117 2.597 6.824  C29 1.087
40 C -5.526 -1.030 -3.192  C41 1.525, H47 1.089, H48 1.090, H49 1.091
41 C -4.445 -0.631 -2.192  C40 1.525, C42 1.534, O46 1.457, H50 1.091
42 C -4.899 0.185 -0.975  C41 1.534, O43 1.421, H51 1.087, H52 1.089
43 O -4.708 -0.680 0.137  C42 1.421, C44 1.347
44 C -4.107 -1.822 -0.249  O43 1.347, O45 1.187, O46 1.342
45 O -3.756 -2.662 0.513  C44 1.187
46 O -3.918 -1.841 -1.577  C41 1.457, C44 1.342
47 H -5.184 -1.754 -3.929  C40 1.089
48 H -5.901 -0.158 -3.729  C40 1.090
49 H -6.335 -1.503 -2.635  C40 1.091
50 H -3.504 -0.273 -2.611  C41 1.091
51 H -5.938 0.480 -1.099  C42 1.087
52 H -4.195 1.009 -0.872  C42 1.089
53 C 1.538 3.230 0.009  C54 1.536, H60 1.092, H61 1.086, H62 1.092
54 C 1.541 3.773 1.446  C53 1.536, C55 1.546, O59 1.419, H63 1.092
55 C 2.789 4.590 1.853  C54 1.546, O56 1.423, H64 1.090, H65 1.091
56 O 2.232 5.666 2.598  C55 1.423, C57 1.346
57 C 0.888 5.615 2.563  O56 1.346, O58 1.191, O59 1.326
58 O 0.194 6.439 3.071  C57 1.191
59 O 0.460 4.623 1.794  C54 1.419, C57 1.326
60 H 0.516 3.064 -0.339  C53 1.092
61 H 2.109 2.313 -0.094  C53 1.086
62 H 1.878 4.032 -0.649  C53 1.092
63 H 1.476 2.890 2.086  C54 1.092
64 H 3.402 4.914 1.012  C55 1.090
65 H 3.462 3.982 2.461  C55 1.091
66 C -5.174 -0.392 7.476  O67 1.414, H72 1.091, H73 1.089, H74 1.088
67 O -4.182 0.344 6.788  C66 1.414, C68 1.323
68 C -4.537 1.350 6.006  O67 1.323, O69 1.204, O70 1.320
69 O -5.648 1.815 5.984  C68 1.204
70 O -3.553 1.765 5.232  C68 1.320, C71 1.418
71 C -2.186 1.528 5.529  O70 1.418, H75 1.091, H76 1.090, H77 1.085
72 H -5.954 -0.809 6.837  C66 1.091
73 H -5.628 0.256 8.224  C66 1.089
74 H -4.704 -1.265 7.925  C66 1.088
75 H -1.882 0.509 5.285  C71 1.091
76 H -1.959 1.667 6.586  C71 1.090
77 H -1.597 2.243 4.964  C71 1.085
78 C -0.272 -0.330 -2.348  O79 1.428, H84 1.088, H85 1.080, H86 1.089
79 O -0.021 -0.533 -0.957  C78 1.428, C80 1.323
80 C -0.821 0.077 -0.097  O79 1.323, O81 1.207, O82 1.318
81 O -1.725 0.821 -0.390  C80 1.207
82 O -0.411 -0.176 1.130  C80 1.318, C83 1.434
83 C -0.975 0.677 2.136  O82 1.434, H87 1.086, H88 1.088, H89 1.087
84 H -1.328 -0.503 -2.541  C78 1.088
85 H 0.443 -0.930 -2.892  C78 1.080
86 H -0.102 0.701 -2.655  C78 1.089
87 H -2.057 0.599 2.077  C83 1.086
88 H -0.663 1.715 2.042  C83 1.088
89 H -0.571 0.349 3.089  C83 1.087
90 C 2.943 -1.002 2.099  O91 1.397, H96 1.094, H97 1.093, H98 1.087
91 O 2.951 -2.376 1.853  C90 1.397, C92 1.325
92 C 3.948 -2.995 1.237  O91 1.325, O93 1.207, O94 1.303
93 O 5.042 -2.523 1.047  C92 1.207
94 O 3.519 -4.175 0.888  C92 1.303, C95 1.404
95 C 4.272 -5.155 0.223  O94 1.404, H99 1.092, H100 1.087, H101 1.092
96 H 2.526 -0.460 1.246  C90 1.094
97 H 3.888 -0.517 2.359  C90 1.093
98 H 2.280 -0.865 2.950  C90 1.087
99 H 5.297 -4.880 -0.034  C95 1.092
100 H 3.810 -5.522 -0.691  C95 1.087
101 H 4.429 -6.019 0.871  C95 1.092
102 C 1.214 -3.823 -1.772  O103 1.411, H108 1.094, H109 1.085, H110 1.088
103 O 0.251 -4.485 -0.982  C102 1.411, C104 1.329
104 C -0.571 -5.305 -1.627  O103 1.329, O105 1.204, O106 1.317
105 O -0.762 -5.316 -2.816  C104 1.204
106 O -1.138 -6.122 -0.764  C104 1.317, C107 1.412
107 C -2.000 -7.121 -1.268  O106 1.412, H111 1.089, H112 1.093, H113 1.088
108 H 1.665 -4.425 -2.567  C102 1.094
109 H 2.074 -3.535 -1.175  C102 1.085
110 H 0.762 -2.989 -2.304  C102 1.088
111 H -2.192 -7.745 -0.396  C107 1.089
112 H -1.523 -7.791 -1.987  C107 1.093
113 H -2.926 -6.779 -1.724  C107 1.088

Its total charge is 0. The value obtained for the gap between HOMO and LUMO is 10.7 eV. Its SMILES is C[C@H]1COC(=O)O1.C[C@H]1COC(=O)O1.C[C@H]1COC(=O)O1.C[C@H]1COC(=O)O1.C[C@H]1COC(=O)O1.COC(=O)OC.COC(=O)OC.COC(=O)OC.COC(=O)OC. The energy above the lowest of the compared OMol25 structures with the same formula, charge and spin comes out at 13.3 kcal/mol. The spin multiplicity is 1. Its total energy is -3283.26143 hartree.